# 1
Computed, not measured: a 2-piece molecular cluster, C10H17N4P overall at a distorted geometry, with wB97M-V/def2-TZVPD.

**Total energy**: -25889.27780 eV
**Highest occupied orbital energy**: -8.03 eV
**E_LUMO**: 0.140 eV

Structure (ORCA input):
```
! RIJCOSX wB97M-V def2-TZVPD def2/J DEFGRID3
* xyz 0 1
C -2.8915 2.7380 -2.0924
C -2.6441 1.6132 -2.8855
C -2.4819 2.8048 -0.7819
C -1.9965 0.4871 -2.2867
C -1.9239 1.7000 -0.1499
C -1.6783 0.5024 -0.9125
C 1.3972 0.6459 1.1211
C 2.0527 -1.4427 -1.8177
C 3.4978 -1.3525 1.9900
C -1.5776 -1.6999 2.3975
N 2.0911 -0.4630 0.2860
N 1.5619 -0.4892 -0.8322
N 2.9498 -1.3158 0.6649
N -1.7046 -0.7738 1.2701
P -1.1739 -1.0558 -0.1667
H -3.1805 3.6586 -2.4638
H -2.9310 1.8329 -3.9633
H -2.6086 3.7406 -0.1010
H -1.6477 -0.3842 -2.9678
H -1.6730 1.7047 0.9544
H 1.2408 0.4453 2.1750
H 1.8757 1.5912 1.2236
H 0.5210 0.7166 0.5744
H 2.1151 -2.4861 -1.3653
H 1.4457 -1.2618 -2.6933
H 3.1773 -1.3904 -2.0047
H 4.4198 -1.8920 2.0047
H 3.8160 -0.3150 2.1894
H 2.8239 -1.9633 2.5542
H -1.5732 -1.2652 3.4389
H -2.5596 -2.2078 2.4295
H -0.7397 -2.4227 2.2112
*
```

Atom charges from the Mulliken analysis, given in e for atoms 1 to 8:
1 C -0.47
2 C -0.48
3 C -0.41
4 C -0.31
5 C -0.14
6 C 0.69
7 C -0.62
8 C -0.77

---

# 2
Computed, not measured: a 2-piece molecular cluster, C10H17N5 overall at a distorted geometry, with wB97M-V/def2-TZVPD.

**Total energy**: -18088.99848 eV
**Highest occupied orbital energy (alpha / beta)**: -4.96 / -9.20 eV
**E_LUMO (alpha / beta)**: 0.507 / -2.583 eV

Structure (ORCA input):
```
! RIJCOSX wB97M-V def2-TZVPD def2/J DEFGRID3
* xyz 0 3
C -2.5149 0.7085 -0.7389
C 1.8721 -0.0684 -1.4128
C 0.8684 2.5194 1.1570
C 0.5796 2.5682 -0.3189
C 0.8569 1.0374 1.5053
C -0.2341 1.2484 -0.5063
C -0.5745 -3.1703 1.6118
C 0.1188 -0.5725 -2.9071
C 0.2215 -1.9586 1.1586
C -0.7775 -0.8047 0.9537
N -3.5009 0.2048 -0.4248
N 2.8351 -0.1124 -0.7222
N -0.0692 0.4818 0.6003
N -1.4653 1.3599 -1.2126
N 0.8101 0.3211 -2.0405
H 1.8267 2.9493 1.3470
H 0.1459 3.0897 1.7175
H -0.1609 3.4254 -0.5288
H 1.5405 2.4203 -0.8217
H 1.8667 0.5921 1.4216
H 0.5394 0.7195 2.5193
H -1.4734 -3.0323 2.1093
H -0.8773 -3.7656 0.8150
H 0.0784 -3.6037 2.2457
H -0.1110 0.1452 -3.6803
H 0.8661 -1.3076 -3.1980
H -0.8758 -1.0670 -2.5563
H 0.6833 -2.0741 0.2210
H 0.9164 -1.6326 1.8528
H -1.4092 -1.2174 0.2010
H -1.2969 -0.7128 1.8689
H -1.2851 1.3090 -2.2367
*
```

Atom charges from the Mulliken analysis, given in e for atoms 1 to 8:
1 C 0.55
2 C 0.52
3 C -0.99
4 C -0.73
5 C -0.70
6 C 0.34
7 C -1.63
8 C -1.07

---

Q: Which of these has the highest total energy?
A: C10H17N5